This record from OMol25 describes the molecule C14H21NO3. The level of theory is ωB97M-V/def2-TZVPD.

Geometry as XYZ:
```
39
Properties=species:S:1:pos:R:3
C 3.194 4.277 1.812
H 3.686 5.230 1.998
O 1.848 4.575 1.539
C 1.003 3.452 1.455
C 1.200 2.620 0.184
H 2.179 2.138 0.200
C 0.126 1.537 0.067
N 0.317 0.721 -1.110
C 0.826 -0.528 -1.049
O 1.140 -1.060 -0.005
C 1.002 -1.219 -2.395
C 0.365 -2.609 -2.344
C -1.158 -2.525 -2.489
H -1.610 -3.516 -2.359
O -1.758 -1.580 -1.631
C -1.905 -1.856 -0.301
C -1.587 -3.057 0.319
C -1.792 -3.203 1.681
C -2.313 -2.169 2.435
C -2.643 -0.975 1.815
C -2.445 -0.819 0.460
H -2.701 0.101 -0.041
H -3.055 -0.159 2.392
H -2.462 -2.291 3.498
H -1.534 -4.139 2.153
H -1.176 -3.884 -0.238
H -1.409 -2.165 -3.493
H 0.634 -3.061 -1.388
H 0.748 -3.238 -3.150
H 0.575 -0.628 -3.205
H 2.076 -1.325 -2.563
H 0.070 1.120 -2.000
H -0.867 1.994 0.034
H 0.178 0.862 0.925
H 1.157 3.285 -0.682
H 1.133 2.810 2.339
H -0.011 3.864 1.468
H 3.285 3.640 2.700
H 3.686 3.780 0.969
```

Computed properties:
SMILES = COCCCNC(=O)CCCOc1ccccc1
Energy above the lowest of the compared OMol25 structures with the same formula, charge and spin = 1.667 eV
Kohn-Sham gap = 0.33598 Eh
Net charge = 0
Lowest unoccupied orbital energy = 0.76 eV
HOMO = -0.308 Eh
Energy = -826.53579 a.u.

This record from OMol25 describes a cluster of 2 separate species, C12H17N in total in a non-equilibrium geometry. The level of theory is ωB97M-V/def2-TZVPD.

Geometry as XYZ:
```
30
Properties=species:S:1:pos:R:3
C 0.262 -2.292 -2.400
C 1.615 -2.720 -2.734
C -0.071 -0.935 -3.221
H -0.485 -3.030 -2.586
H 0.175 -2.130 -1.299
H 2.329 -1.791 -2.866
H 0.089 -0.072 -2.617
H 1.895 -3.353 -3.624
H 2.009 -3.165 -1.768
H 0.580 -0.814 -4.065
H -1.117 -1.184 -3.359
C -2.541 2.468 1.528
C -0.304 1.203 1.038
C -1.716 1.207 1.475
C 0.128 -0.117 1.255
C -2.003 -0.037 1.976
C 0.564 2.087 0.476
C 1.706 1.624 -0.126
C 2.139 0.229 -0.024
C 1.245 -0.643 0.662
N -0.953 -0.905 1.919
H 0.250 3.046 0.443
H 2.405 2.245 -0.645
H 3.161 -0.151 -0.240
H -2.586 2.798 0.456
H -2.299 3.116 2.235
H -2.958 -0.313 2.471
H -0.721 -1.850 2.328
H 1.483 -1.676 0.732
H -3.687 2.211 1.536
```

Computed properties:
SMILES = Cc1c[nH]c2ccccc12.CCC
Energy above the lowest of the compared OMol25 structures with the same formula, charge and spin = 2.718 eV
Kohn-Sham gap = 0.31700 Eh
Net charge = 0
Lowest unoccupied orbital energy = 0.91 eV
HOMO = -0.284 Eh
Energy = -522.12038 a.u.

This record from OMol25 describes a structure of composition C6H24InN12O6 in a non-equilibrium geometry. The level of theory is ωB97M-V/def2-TZVPD.

Geometry as XYZ:
```
49
Properties=species:S:1:pos:R:3
In 4.168 -19.995 -18.057
C 8.109 -21.036 -18.569
O 6.913 -20.907 -18.243
N 8.941 -21.943 -17.974
N 8.816 -20.135 -19.271
H 9.938 -21.964 -18.085
H 8.559 -22.329 -17.126
H 9.733 -20.425 -19.559
H 8.347 -19.345 -19.685
C 1.855 -18.401 -20.996
O 2.328 -19.027 -20.020
N 1.384 -19.086 -22.059
N 1.787 -17.066 -21.079
H 1.389 -20.040 -21.713
H 0.848 -18.689 -22.810
H 1.281 -16.713 -21.874
H 2.053 -16.402 -20.374
C 6.272 -21.575 -14.798
O 5.615 -21.202 -15.786
N 7.489 -21.126 -14.466
N 5.778 -22.564 -14.006
H 8.144 -21.686 -13.941
H 7.981 -20.605 -15.178
H 4.878 -22.952 -14.223
H 6.327 -22.786 -13.192
C 3.981 -22.037 -21.631
O 3.732 -21.485 -20.548
N 3.687 -21.541 -22.841
N 4.736 -23.156 -21.659
H 4.061 -22.031 -23.640
H 3.271 -20.691 -23.181
H 4.730 -23.711 -22.499
H 4.947 -23.559 -20.762
C 4.821 -23.991 -18.034
O 4.276 -22.891 -17.793
N 6.021 -24.331 -17.573
N 4.165 -24.958 -18.715
H 6.530 -23.669 -17.011
H 6.490 -25.215 -17.681
H 4.755 -25.740 -18.951
H 3.231 -24.892 -19.080
C 2.274 -21.286 -14.806
O 2.337 -20.893 -15.997
N 2.524 -22.583 -14.469
N 1.977 -20.464 -13.799
H 2.529 -23.267 -15.207
H 2.591 -22.801 -13.491
H 2.239 -20.910 -12.936
H 1.917 -19.500 -14.089
```

Computed properties:
Energy above the lowest of the compared OMol25 structures with the same formula, charge and spin = 2.157 eV
Kohn-Sham gap = 0.13605 Eh
Net charge = +3
Lowest unoccupied orbital energy = -14.43 eV
HOMO = -0.666 Eh
Energy = -1540.77046 a.u.

This record from OMol25 describes a structure of composition C22H29F6OSb2Tl. The level of theory is ωB97M-V/def2-TZVPD.

Geometry as XYZ:
```
61
Properties=species:S:1:pos:R:3
Tl -1.608 0.830 -1.474
C -3.027 3.568 -1.041
C -2.406 3.693 -2.283
C -2.843 2.924 -3.362
C -3.896 2.025 -3.193
C -4.511 1.896 -1.949
C -4.078 2.669 -0.872
H -2.718 4.203 -0.219
H -1.617 4.422 -2.425
H -2.404 3.069 -4.341
H -4.267 1.462 -4.042
H -5.358 1.230 -1.833
H -4.591 2.603 0.080
C 2.248 -3.520 -1.092
Sb 1.082 -1.825 -0.507
C -0.591 -3.047 0.038
C 1.360 -2.458 3.628
C 2.099 -1.333 3.636
C 3.504 -1.417 3.265
C 4.286 -0.324 3.266
C 3.721 0.932 3.641
C 2.400 1.073 3.988
C 1.535 -0.032 4.021
C 0.162 0.136 4.414
Sb -1.040 0.474 2.499
C -2.623 1.349 3.651
C -0.117 2.339 1.974
H 2.449 -4.074 -0.169
H 3.192 -3.219 -1.539
H 1.686 -4.163 -1.765
H -0.254 -3.841 0.708
H -0.974 -3.497 -0.877
H -1.377 -2.471 0.525
H 1.813 -3.408 3.358
H 0.309 -2.483 3.891
H 3.905 -2.390 3.005
H 5.335 -0.386 3.007
H 4.367 1.802 3.668
H 2.017 2.041 4.286
H -0.050 1.054 4.955
H -0.339 -0.725 4.848
H -2.205 2.082 4.337
H -3.138 0.569 4.208
H -3.336 1.841 2.990
H -0.100 3.004 2.837
H -0.710 2.807 1.185
H 0.897 2.178 1.605
C 1.147 -2.389 -4.206
C 0.692 -1.117 -3.503
O 0.080 -1.372 -2.261
C -0.383 -0.403 -4.388
F -0.175 -0.551 -5.683
F -1.606 -0.893 -4.101
F -0.453 0.930 -4.132
C 1.899 -0.153 -3.343
F 2.932 -0.817 -2.785
F 2.300 0.349 -4.503
F 1.614 0.869 -2.508
H 0.300 -3.070 -4.287
H 1.935 -2.869 -3.631
H 1.527 -2.175 -5.203
```

Computed properties:
Energy above the lowest of the compared OMol25 structures with the same formula, charge and spin = 0.000 eV
Kohn-Sham gap = 0.22940 Eh
Net charge = +2
Lowest unoccupied orbital energy = -8.05 eV
HOMO = -0.525 Eh
Energy = -2182.55959 a.u.

This record from OMol25 describes a structure of composition C58H52ClF5N8OP2Ru in a non-equilibrium geometry. The level of theory is ωB97M-V/def2-TZVPD.

Geometry as XYZ:
```
128
Properties=species:S:1:pos:R:3
Ru -0.112 0.157 -0.102
C 2.887 3.004 -3.360
C 2.847 2.379 -4.723
C 3.877 2.604 -5.628
C 3.849 2.075 -6.905
C 2.769 1.313 -7.317
C 1.736 1.070 -6.434
C 1.776 1.583 -5.142
N 0.686 1.319 -4.274
C 0.770 0.646 -3.094
N 1.973 0.089 -2.846
C 2.492 -0.469 -1.682
C 1.795 -0.476 -0.459
C 2.486 -0.999 0.640
C 3.754 -1.539 0.532
C 4.401 -1.542 -0.694
C 3.789 -1.007 -1.811
C 4.491 -1.017 -3.141
N -0.255 0.510 -2.299
C -1.451 1.146 -2.708
C -1.714 2.420 -2.213
C -2.803 3.141 -2.659
C -3.640 2.588 -3.615
C -3.401 1.308 -4.085
C -2.311 0.564 -3.649
C -2.057 -0.813 -4.188
H 3.395 3.963 -3.413
H 3.427 2.381 -2.645
H 1.881 3.162 -2.978
H 4.707 3.222 -5.325
H 4.661 2.270 -7.586
H 2.729 0.915 -8.319
H 0.886 0.479 -6.738
H -0.241 1.546 -4.607
H 2.628 0.155 -3.615
H 2.017 -0.985 1.619
H 4.248 -1.959 1.395
H 5.393 -1.959 -0.779
H 5.454 -1.510 -3.050
H 4.677 -0.007 -3.509
H 3.914 -1.556 -3.893
H -1.036 2.826 -1.476
H -2.982 4.134 -2.276
H -4.480 3.152 -3.989
H -4.068 0.870 -4.813
H -3.000 -1.340 -4.309
H -1.407 -1.374 -3.518
H -1.580 -0.773 -5.169
Cl -0.577 -0.343 2.592
C 0.415 0.664 3.575
C 0.476 0.411 4.937
C 1.270 1.206 5.745
C 2.002 2.243 5.186
C 1.927 2.494 3.829
C 1.131 1.708 2.995
P 0.980 2.128 1.215
C 2.673 2.789 0.938
C 2.939 4.110 0.592
C 4.246 4.550 0.465
C 5.304 3.683 0.678
C 5.047 2.367 1.029
C 3.745 1.924 1.157
C 0.005 3.668 1.294
C -0.621 4.122 2.450
C -1.387 5.274 2.416
C -1.528 5.989 1.238
C -0.876 5.563 0.089
C -0.118 4.409 0.118
H -0.112 -0.386 5.362
H 1.304 1.023 6.808
H 2.616 2.874 5.810
H 2.479 3.322 3.408
H 2.136 4.817 0.451
H 4.430 5.582 0.208
H 6.318 4.039 0.590
H 5.861 1.683 1.211
H 3.556 0.903 1.447
H -0.523 3.577 3.376
H -1.880 5.613 3.315
H -2.141 6.877 1.213
H -0.958 6.132 -0.827
H 0.410 4.086 -0.773
C -3.751 -3.711 -1.452
N -4.012 -2.805 -0.352
C -4.209 -3.556 0.872
N -3.001 -4.283 1.178
C -2.670 -5.172 0.077
N -2.548 -4.467 -1.189
C -1.355 -3.671 -1.252
P -1.104 -2.425 0.162
C -3.104 -1.761 -0.239
C -1.909 -3.449 1.573
H -3.635 -3.142 -2.376
H -4.586 -4.405 -1.556
H -5.023 -4.270 0.729
H -4.459 -2.878 1.691
H -3.461 -5.920 -0.018
H -1.722 -5.666 0.296
H -1.354 -3.110 -2.193
H -0.509 -4.366 -1.260
H -3.007 -1.188 -1.159
H -3.355 -1.131 0.611
H -2.255 -2.766 2.355
H -1.148 -4.105 2.006
N 3.464 -7.436 1.600
C 2.973 -6.416 1.377
C 2.331 -5.212 1.122
C 1.757 -4.449 2.176
C 0.934 -3.418 1.887
N 0.577 -3.118 0.583
C 1.396 -3.620 -0.414
C 2.232 -4.656 -0.185
H 1.993 -4.693 3.199
H 0.506 -2.784 2.650
H 1.308 -3.132 -1.377
H 2.837 -5.052 -0.984
F -6.718 3.463 1.623
C -5.597 2.815 1.295
C -5.493 2.146 0.077
F -6.532 2.128 -0.764
C -4.324 1.488 -0.264
F -4.296 0.782 -1.410
C -3.170 1.477 0.566
O -2.071 0.921 0.244
C -3.362 2.111 1.822
F -2.352 2.025 2.713
C -4.522 2.768 2.179
F -4.612 3.353 3.378
```

Computed properties:
Kohn-Sham gap (spin up / spin down) = 0.16903 / 0.16592 Eh
Net charge = +1
Lowest unoccupied orbital energy (spin up / spin down) = -4.41 / -4.42 eV
HOMO (spin up / spin down) = -0.331 / -0.328 Eh
Energy = -4491.47489 a.u.
Spin multiplicity = 2

This record from OMol25 describes a cluster of 2 separate species, C3H10N2 in total in a non-equilibrium geometry. The level of theory is ωB97M-V/def2-TZVPD.

Geometry as XYZ:
```
15
Properties=species:S:1:pos:R:3
C -0.018 0.108 -2.586
N -0.251 1.186 -3.231
H 0.967 -0.206 -2.158
H -0.802 -0.582 -2.854
H 0.493 1.853 -3.195
C -0.356 0.954 1.290
N -0.032 -0.313 2.102
C 0.119 -1.489 1.265
H -0.261 1.738 2.063
H -1.384 1.000 0.823
H 0.519 1.127 0.611
H 0.553 -0.047 2.865
H -0.759 -1.597 0.621
H 0.923 -1.303 0.513
H 0.289 -2.430 1.872
```

Computed properties:
SMILES = C=N.CNC
Energy above the lowest of the compared OMol25 structures with the same formula, charge and spin = 2.239 eV
Kohn-Sham gap = 0.34942 Eh
Net charge = 0
Lowest unoccupied orbital energy = 1.04 eV
HOMO = -0.311 Eh
Energy = -229.72698 a.u.

This record from OMol25 describes the ion C8H16N5 with charge +1 in a non-equilibrium geometry. The level of theory is ωB97M-V/def2-TZVPD.

Geometry as XYZ:
```
29
Properties=species:S:1:pos:R:3
C 1.801 -2.000 2.269
C 3.038 -1.472 2.571
C 1.429 -1.335 1.094
C -0.275 1.898 -1.681
C -2.222 0.483 -0.948
C -0.647 1.478 0.764
C 0.188 -1.512 0.305
C -0.794 0.906 -0.638
N 2.363 -0.471 0.710
N 0.059 -3.768 0.009
N 0.118 -2.664 -0.538
N 3.325 -0.570 1.620
N 0.094 -0.287 -0.782
H 1.257 -2.750 2.802
H 3.697 -1.682 3.387
H -0.327 1.479 -2.683
H -0.875 2.800 -1.669
H 0.753 2.180 -1.473
H -2.578 -0.258 -0.237
H -2.295 0.071 -1.952
H -2.880 1.346 -0.894
H -1.122 0.845 1.508
H 0.398 1.606 1.027
H -1.126 2.452 0.808
H -0.698 -1.437 0.945
H -0.005 -4.513 -0.694
H 4.152 0.005 1.541
H 1.082 0.031 -0.764
H -0.082 -0.770 -1.669
```

Computed properties:
SMILES = [H]/N=N/[C@H]([NH2+]C(C)(C)C)c1cc[nH]n1
Energy above the lowest of the compared OMol25 structures with the same formula, charge and spin = 0.341 eV
Kohn-Sham gap = 0.36377 Eh
Net charge = +1
Lowest unoccupied orbital energy = -3.34 eV
HOMO = -0.486 Eh
Energy = -587.93466 a.u.

This record from OMol25 describes the molecule C5H8N4O3 in a non-equilibrium geometry. The level of theory is ωB97M-V/def2-TZVPD.

Geometry as XYZ:
```
20
Properties=species:S:1:pos:R:3
C -0.036 -0.421 1.039
C 0.147 0.577 -0.152
C -0.867 -1.628 0.459
C 2.326 -0.154 -0.339
C -2.198 1.543 -0.749
N 1.256 -0.870 1.633
N 1.336 0.719 -0.619
N 2.326 -0.777 0.826
N -0.739 1.447 -0.606
O -0.953 -2.137 -0.633
O -1.765 -2.228 1.330
O 3.228 -0.304 -1.278
H -0.557 0.074 1.916
H -2.502 2.683 -0.833
H -2.773 0.964 -0.079
H -2.574 1.191 -1.757
H -1.797 -1.682 2.055
H 3.151 -1.295 1.141
H -0.182 1.991 -1.337
H 3.173 0.306 -2.018
```

Computed properties:
Energy above the lowest of the compared OMol25 structures with the same formula, charge and spin = 2.283 eV
Kohn-Sham gap (spin up / spin down) = 0.27017 / 0.27023 Eh
Net charge = 0
Lowest unoccupied orbital energy (spin up / spin down) = 0.54 / 0.54 eV
HOMO (spin up / spin down) = -0.250 / -0.250 Eh
Energy = -639.96616 a.u.